C4H9NO | the ωB97M-V functional and the def2-TZVPD basis

Element x y z (Å)
O 1.164 -0.756 1.434
C 0.965 -0.285 0.314
C -0.333 -0.874 -0.519
C -0.400 0.474 0.050
C -0.323 1.603 -1.007
N -0.049 -1.107 -1.823
H 1.834 0.074 -0.261
H -0.902 -1.617 0.039
H -0.259 -1.104 3.140
H -0.907 0.598 1.005
H 0.497 2.313 -0.814
H -1.305 2.037 -1.154
H 0.081 1.036 -1.856
H -0.826 -0.676 3.364
H 0.763 -1.717 -1.911

Computed properties:
Energy relative to the best compared isomer or geometry (same formula, charge and spin) ... 141.9 kcal per mole
Net charge ... 0
Electronic energy ... -287.60634 Eh
Orbital gap ... 7.38 eV
Maximum force ... 5.3 eV/Å

C29H34ClN3O8 | the ωB97M-V functional and the def2-TZVPD basis

Element x y z (Å)
C 2.433 2.570 -2.755
C 1.179 1.846 -2.170
C -0.149 2.494 -2.122
C -1.322 1.838 -1.537
C -2.732 2.523 -1.439
C -2.745 3.440 -0.119
N -3.015 2.646 1.117
N -3.819 4.464 -0.195
N -1.494 4.163 0.123
C -1.213 0.476 -0.966
C 0.093 -0.139 -1.024
C 1.287 0.506 -1.612
C 2.603 -0.337 -1.571
O 3.378 -0.434 -2.493
C 2.821 -1.107 -0.221
C 4.137 -1.138 0.376
C 4.253 -1.842 1.672
C 3.081 -2.451 2.257
Cl 3.287 -3.252 3.857
C 1.750 -2.425 1.648
C 1.627 -1.733 0.385
C 0.280 -1.557 -0.397
O -0.523 -2.447 -0.521
H 2.202 3.201 -3.646
H 2.853 3.186 -1.906
H 3.246 1.864 -3.049
H -0.291 3.524 -2.538
H -2.842 3.139 -2.367
H -3.532 1.749 -1.313
H -3.531 1.788 0.878
H -2.140 2.291 1.523
H -3.645 5.196 0.496
H -4.681 3.993 0.104
H -1.158 4.664 -0.696
H -0.777 3.586 0.554
H -2.072 -0.047 -0.488
H 5.004 -0.634 -0.105
H 5.268 -1.860 2.130
H 0.855 -2.887 2.131
O -0.776 0.736 4.722
C 0.038 0.279 5.472
O 1.245 -0.202 5.073
C 1.930 -0.775 6.197
C 1.307 -0.128 7.417
C -0.125 0.104 6.964
H 1.782 -1.858 6.178
H 2.996 -0.564 6.122
H 1.391 -0.737 8.317
H 1.790 0.833 7.615
H -0.758 -0.765 7.152
H -0.553 0.995 7.418
O 0.777 1.478 -7.575
C 1.519 0.727 -7.007
O 2.414 1.121 -6.064
C 3.219 -0.001 -5.665
C 2.399 -1.224 -6.020
C 1.638 -0.759 -7.250
H 4.166 0.038 -6.211
H 3.423 0.057 -4.598
H 3.006 -2.114 -6.187
H 1.694 -1.444 -5.213
H 2.206 -0.924 -8.168
H 0.656 -1.224 -7.317
O -5.398 -1.041 0.047
C -4.670 -1.793 0.631
O -3.775 -1.396 1.573
C -2.988 -2.521 1.993
C -3.819 -3.740 1.653
C -4.567 -3.284 0.411
H -2.039 -2.501 1.453
H -2.786 -2.448 3.062
H -3.222 -4.640 1.501
H -4.530 -3.941 2.458
H -3.996 -3.469 -0.500
H -5.554 -3.738 0.345

Computed properties:
SMILES ... Cc1cc(CC(N)(N)N)cc2c1C(=O)c1ccc(Cl)cc1C2=O.O=C1CCCO1.O=C1CCCO1.O=C1CCCO1
Net charge ... 0
Electronic energy ... -2351.83002 Eh
Orbital gap ... 8.04 eV
Maximum force ... 3.1 eV/Å